Below is a structure of composition C4H5O2V at a distorted geometry, with properties calculated with ωB97M-V/def2-TZVPD.

The calculation puts the highest occupied orbital energy (alpha / beta) at -2.2686 / -1.4423 eV. Its total charge is -1. Its spin multiplicity is 4. The frontier orbital gap (alpha / beta) is 5.567 / 4.753 eV. The molar mass comes out at 136.0 Da. The total energy is -1249.6871 hartree.

Positions of all 12 atoms, in Å:
1 O -1.913 1.821 -0.316
2 C -1.776 0.585 -0.850
3 C -0.562 -0.137 -0.747
4 C 0.412 -0.010 0.253
5 C 1.584 -0.773 0.210
6 O 2.470 -0.849 1.114
7 V 2.875 -0.206 2.874
8 H -2.315 0.370 -1.796
9 H -2.360 0.821 0.390
10 H -0.352 -0.823 -1.576
11 H 0.212 0.614 1.128
12 H 1.723 -1.414 -0.683

---

Below is a structure of composition C4H5O2V at a distorted geometry, with properties calculated with ωB97M-V/def2-TZVPD.

The calculation puts the highest occupied orbital energy (alpha / beta) at -7.6495 / -8.2652 eV. Its spin multiplicity is 5. The frontier orbital gap (alpha / beta) is 7.884 / 6.959 eV. The molar mass comes out at 136.0 Da. The total energy is -1249.6156 hartree. As for the energy relative to the best compared isomer or geometry (same formula, charge and spin): 281.2 kJ/mol.

Positions of all 12 atoms, in Å:
1 H 0.408 -0.325 -3.320
2 O 1.059 1.247 -0.728
3 C -0.166 0.729 1.204
4 C -0.242 -0.574 1.514
5 C 0.231 1.661 0.338
6 C -0.618 -1.704 0.749
7 O -0.718 -1.582 -0.557
8 V 0.156 -0.333 -1.666
9 H 1.521 1.985 -1.144
10 H -0.357 -2.693 1.159
11 H -0.097 2.699 0.280
12 H -1.176 -1.109 2.171

---

Below is a structure of composition C4H5O3Sm at a distorted geometry, with properties calculated with ωB97M-V/def2-TZVPD.

The calculation puts the highest occupied orbital energy (alpha / beta) at -11.3873 / -11.3814 eV. Its total charge is +1. Its spin multiplicity is 7. The frontier orbital gap (alpha / beta) is 6.140 / 6.262 eV. The molar mass comes out at 251.4 Da. The total energy is -1038.7525 hartree. As for the energy relative to the best compared isomer or geometry (same formula, charge and spin): 0.0 kJ/mol.

Positions of all 13 atoms, in Å:
1 O 4.076 -0.759 -0.730
2 C 4.851 -1.520 -0.400
3 Sm 2.431 1.077 -1.402
4 O -0.480 0.805 -2.564
5 C -0.104 1.310 -1.525
6 O -0.226 0.596 -0.316
7 C -1.309 -0.247 0.091
8 C -1.465 -0.033 1.583
9 H -2.236 -0.016 -0.445
10 H -1.049 -1.285 -0.145
11 H -1.897 0.957 1.780
12 H -2.111 -0.819 1.997
13 H -0.483 -0.065 2.076

---

Below is a structure of composition C4H5O3Yb at a distorted geometry, with properties calculated with ωB97M-V/def2-TZVPD.

The calculation puts the highest occupied orbital energy (alpha / beta) at -18.9963 / -19.0084 eV. Its total charge is +2. Its spin multiplicity is 2. The frontier orbital gap (alpha / beta) is 9.177 / 7.657 eV. The molar mass comes out at 274.1 Da. The total energy is -1539.0668 hartree. As for the energy relative to the best compared isomer or geometry (same formula, charge and spin): 72.6 kJ/mol.

Positions of all 13 atoms, in Å:
1 O 4.014 -0.638 -0.789
2 C 4.780 -1.425 -0.506
3 Yb 2.403 1.141 -1.263
4 O -0.087 0.451 -2.523
5 C -0.012 1.202 -1.560
6 O -0.342 0.774 -0.285
7 C -1.360 -0.165 0.085
8 C -1.482 -0.080 1.592
9 H -2.306 0.083 -0.411
10 H -1.083 -1.174 -0.239
11 H -1.909 0.889 1.886
12 H -2.124 -0.897 1.950
13 H -0.492 -0.160 2.063

---

Below is a structure of composition C4H5O4Pt at a distorted geometry, with properties calculated with ωB97M-V/def2-TZVPD.

The calculation puts the highest occupied orbital energy (alpha / beta) at -8.4325 / -9.5244 eV. Its spin multiplicity is 4. The frontier orbital gap (alpha / beta) is 8.084 / 6.095 eV. The molar mass comes out at 312.2 Da. The total energy is -575.3896 hartree. As for the energy relative to the best compared isomer or geometry (same formula, charge and spin): 216.6 kJ/mol.

Positions of all 14 atoms, in Å:
1 O 1.841 1.653 1.113
2 C 2.432 0.983 0.154
3 O 3.507 0.394 0.288
4 O 1.601 0.721 -0.860
5 Pt 0.394 1.812 -0.011
6 C -0.256 -1.599 -0.719
7 C -1.101 -1.420 0.327
8 O -1.384 -0.217 0.917
9 C -1.559 0.937 0.224
10 H 0.251 -2.562 -0.783
11 H -0.360 -0.989 -1.619
12 H -1.482 -2.243 0.933
13 H -2.012 1.712 0.855
14 H -1.873 0.820 -0.822

---

Below is a structure of composition C4H5O5S at a distorted geometry, with properties calculated with ωB97M-V/def2-TZVPD.

The calculation puts the highest occupied orbital energy at -4.9299 eV. Its total charge is -1. The frontier orbital gap is 8.716 eV. The molar mass comes out at 165.1 Da. The total energy is -929.8528 hartree. As for the energy relative to the best compared isomer or geometry (same formula, charge and spin): 43.4 kJ/mol.

Positions of all 15 atoms, in Å:
1 C 0.484 1.889 0.103
2 C 0.044 0.612 -0.195
3 C -1.461 0.201 -0.041
4 C -1.644 -1.168 -0.106
5 O 0.868 -1.257 1.263
6 O -2.313 0.999 0.214
7 O 2.596 -0.144 -0.103
8 O 1.189 -1.756 -1.140
9 O 1.740 2.165 0.151
10 S 1.198 -0.726 -0.070
11 H -0.224 2.728 0.111
12 H -1.072 -1.679 0.722
13 H -2.756 -1.446 -0.077
14 H -1.048 -1.558 -0.935
15 H 2.399 1.140 0.102

---

Below is a structure of composition C4H5O6Tb at a distorted geometry, with properties calculated with ωB97M-V/def2-TZVPD.

The calculation puts the highest occupied orbital energy (alpha / beta) at -17.9143 / -17.0243 eV. Its total charge is +2. Its spin multiplicity is 7. The frontier orbital gap (alpha / beta) is 7.923 / 7.489 eV. The molar mass comes out at 308.0 Da. The total energy is -1430.5597 hartree. As for the energy relative to the best compared isomer or geometry (same formula, charge and spin): 230.8 kJ/mol.

Positions of all 16 atoms, in Å:
1 C 1.770 -2.939 1.373
2 C 0.806 -2.222 0.457
3 O 0.308 -1.090 1.245
4 O 2.484 -1.921 2.043
5 H 2.428 -3.572 0.763
6 H 1.230 -3.570 2.093
7 H -0.063 -2.827 0.186
8 H 1.297 -1.812 -0.431
9 H 1.052 -0.815 1.880
10 C -0.522 -0.045 0.619
11 O -0.950 0.789 1.355
12 O -0.713 -0.355 -0.576
13 Tb -2.292 0.388 -2.285
14 O 3.737 -3.531 3.072
15 O 4.060 -1.354 3.538
16 C 3.534 -2.319 2.980

---

Below is a structure of composition C4H5OZn at a distorted geometry, with properties calculated with ωB97M-V/def2-TZVPD.

The calculation puts the highest occupied orbital energy (alpha / beta) at -14.6577 / -12.9809 eV. Its total charge is +1. The frontier orbital gap (alpha / beta) is 8.754 / 6.047 eV. The molar mass comes out at 134.5 Da. The total energy is -2009.4945 hartree. As for the energy relative to the best compared isomer or geometry (same formula, charge and spin): 0.0 kJ/mol.

Positions of all 11 atoms, in Å:
1 H 1.025 -1.363 1.098
2 C -1.879 0.549 -0.530
3 C -0.843 0.310 0.283
4 C 0.142 -0.770 0.097
5 C 1.536 -0.520 0.124
6 O 2.062 0.569 0.581
7 Zn 3.444 0.563 -0.489
8 H -2.112 -0.115 -1.368
9 H -0.658 1.003 1.111
10 H -2.579 1.364 -0.333
11 H -0.139 -1.590 -0.574

---

Below is the molecule C4H5P at a distorted geometry, with properties calculated with ωB97M-V/def2-TZVPD.

The calculation puts the highest occupied orbital energy at -8.9300 eV. As for the structure (SMILES): C=PC1=CC1. The frontier orbital gap is 8.851 eV. The molar mass comes out at 84.1 Da. The total energy is -496.6178 hartree. As for the energy relative to the best compared isomer or geometry (same formula, charge and spin): 217.6 kJ/mol.

Positions of all 10 atoms, in Å:
1 C -1.697 -1.104 0.058
2 P -1.854 0.562 0.044
3 C -0.034 0.869 0.187
4 C 1.061 1.551 -0.085
5 C 1.188 -0.009 -0.104
6 H -2.592 -1.710 -0.132
7 H -0.877 -1.735 0.437
8 H 1.539 2.520 -0.070
9 H 1.483 -0.506 -1.070
10 H 1.781 -0.438 0.735

---

Below is the molecule C4H6 at a distorted geometry, with properties calculated with ωB97M-V/def2-TZVPD.

The calculation puts the highest occupied orbital energy at -9.8532 eV. As for the structure (SMILES): C#CCC. The frontier orbital gap is 10.922 eV. The molar mass comes out at 54.1 Da. The total energy is -155.9259 hartree. As for the energy relative to the best compared isomer or geometry (same formula, charge and spin): 96.7 kJ/mol.

Positions of all 10 atoms, in Å:
1 C 2.387 -0.233 0.015
2 C 1.217 0.170 -0.050
3 C -0.194 0.618 0.002
4 C -1.311 -0.433 -0.030
5 H 3.366 -0.562 -0.036
6 H -0.311 1.342 -0.847
7 H -0.424 1.161 0.914
8 H -1.089 -1.256 -0.749
9 H -1.340 -0.836 1.075
10 H -2.300 0.029 -0.293